1.
10
Properties=species:S:1:pos:R:3:nbo_charge:R:1 method="wB97M-V/def2-TZVPD" s2=2.02 total_charge=+1 relative_energy_kcal_mol=86.3 homo_lumo_gap_ev="7.8 / 7.1" spin_multiplicity=3
C -2.0053 0.1444 1.1211 0.549
C 0.0387 0.6109 -0.0246 0.611
C 1.2158 0.8167 -0.6271 -0.836
N -1.0862 0.8129 0.2760 -0.357
N -1.6539 -1.0690 0.9589 -0.105
N -0.6778 -1.7049 0.8171 -0.264
H 1.6578 0.0553 -1.3192 0.328
H 2.0927 0.9580 0.0918 0.334
H 1.2251 1.7394 -1.3268 0.343
H -0.8069 -2.3637 0.0328 0.396


2.
22
Properties=species:S:1:pos:R:3:nbo_charge:R:1 method="wB97M-V/def2-TZVPD" total_charge=+1 relative_energy_kcal_mol=46.2 homo_lumo_gap_ev=10.5
C 1.9836 -1.3864 0.7140 -0.081
C 1.8964 -0.0768 0.2628 0.164
C -0.1790 -0.9568 0.3623 0.318
C -1.7023 0.8479 -0.6643 -0.456
C -0.2104 1.1972 -0.7624 -0.209
C -2.0032 -0.6290 -0.4507 0.132
C 2.8961 1.0351 0.1335 -0.650
N 0.5167 0.1213 0.0148 -0.345
N 0.6934 -1.8412 0.8498 -0.498
N -3.1567 -0.8909 0.2379 -0.774
H 2.8148 -1.7767 1.2942 0.249
H -2.1611 1.4192 0.2978 0.220
H -2.1878 1.2556 -1.6190 0.267
H 0.1172 1.3404 -1.7545 0.229
H -0.0936 2.1259 -0.1329 0.234
H -1.8283 -1.2096 -1.3122 0.217
H 3.8660 0.8404 0.4404 0.253
H 2.8762 1.4559 -0.8737 0.236
H 2.5932 1.8054 0.8308 0.237
H 0.4305 -2.7185 1.1785 0.434
H -3.4729 -0.1893 0.8447 0.399
H -3.6887 -1.7690 0.1083 0.424


3.
19
Properties=species:S:1:pos:R:3:nbo_charge:R:1 method="wB97M-V/def2-TZVPD" total_charge=+1 relative_energy_kcal_mol=5.4 homo_lumo_gap_ev=11.1
C 2.5697 0.0408 -0.9716 -0.435
C -2.0873 -1.1465 -0.0933 -0.396
C 0.3149 -0.5406 -0.3883 0.816
N -0.3380 1.3507 1.1166 -1.129
N 1.5976 -0.6219 -0.1657 0.016
N -0.6223 -1.4312 0.0727 -0.568
O -0.1156 0.3250 -1.2695 -0.677
F 2.0162 -1.6318 0.6504 -0.161
H 2.9890 -0.6164 -1.7895 0.242
H 1.9717 0.7890 -1.4111 0.250
H 3.2515 0.4623 -0.3138 0.233
H -2.5657 -1.7550 -0.9321 0.228
H -2.6259 -1.5126 0.7192 0.230
H -2.0960 -0.1139 -0.3257 0.194
H -0.4812 1.2463 2.1325 0.404
H 0.6462 1.7370 0.9225 0.377
H -0.9245 2.1621 0.7618 0.377
H -0.4868 -2.2796 0.6624 0.446
H -0.7996 1.0154 -1.0302 0.552


4.
81
Properties=species:S:1:pos:R:3:lowdin_spin:R:1 method="wB97M-V/def2-TZVPD" s2=6.06 total_charge=+4 relative_energy_kcal_mol=134.5 homo_lumo_gap_ev="6.2 / 4.8" spin_multiplicity=5
N -5.8223 2.8242 -3.7687 0.726
C -5.4562 3.5586 -2.7152 0.079
C -4.2026 3.4147 -2.1040 0.054
C -3.3029 2.4706 -2.6446 -0.011
C -3.6890 1.7197 -3.7573 0.057
C -4.9816 1.9363 -4.2884 0.077
C -1.9724 2.2739 -1.9964 0.080
Pt -1.3656 0.3884 -1.7465 0.477
P 2.9734 0.7327 -0.8858 0.082
C -0.7792 1.9773 -2.8144 0.095
C 0.5112 2.6859 -2.4766 0.096
C 1.6585 2.5580 -3.3040 0.133
C 2.9375 2.6795 -2.7488 0.025
C 3.0134 2.7753 -1.3227 0.802
C 1.9887 3.6144 -0.8030 0.182
C 0.6866 3.4189 -1.2948 0.014
Br 2.5344 1.8180 1.0388 0.199
H -1.8395 2.9541 -1.1518 0.003
H -0.9342 1.8266 -3.8920 0.024
H -3.9521 3.9886 -1.2112 0.006
H -3.0422 0.9433 -4.1757 0.009
H -6.1721 4.2836 -2.3175 0.016
H -5.3151 1.3598 -5.1576 0.016
H 1.5161 2.2885 -4.3570 0.006
H -0.1618 3.7987 -0.7302 0.001
H 3.8222 2.6861 -3.3805 0.004
H 2.1453 4.3366 -0.0014 0.010
P -1.5236 -1.8479 -1.9176 0.104
C 4.8451 1.0824 -1.0998 0.128
C 5.4899 0.6655 -2.3966 0.020
H 5.3668 0.6216 -0.2551 0.008
H 4.9749 2.1672 -0.9620 0.022
H 6.5797 0.7456 -2.2893 0.007
H 5.2658 -0.3631 -2.6855 0.002
H 5.2102 1.3305 -3.2221 0.002
C 1.9846 -0.2440 -2.0748 0.031
C 2.7621 -0.6824 -3.3157 0.003
H 1.0758 0.3263 -2.3395 0.021
H 1.6104 -1.1367 -1.5411 0.002
H 2.0776 -1.0734 -4.0788 0.001
H 3.3138 0.1454 -3.7757 0.000
H 3.4671 -1.4874 -3.0664 0.000
C 3.4486 -0.8830 0.0595 0.105
C 4.4399 -0.8977 1.2268 0.023
H 3.8039 -1.5745 -0.7212 0.002
H 2.4843 -1.2596 0.4240 0.009
H 4.3481 -1.8636 1.7312 0.011
H 5.4842 -0.8178 0.9096 0.000
H 4.2288 -0.1219 1.9694 0.004
C -1.0972 -2.6506 -0.3356 0.005
C -1.0822 -4.1774 -0.3435 0.002
H -1.8251 -2.2844 0.4010 0.000
H -0.1208 -2.2492 -0.0275 0.001
H -2.0660 -4.5994 -0.5812 0.000
H -0.3517 -4.5851 -1.0518 0.000
H -0.8079 -4.5321 0.6569 0.000
C -0.3786 -2.4752 -3.2002 0.059
C -0.9292 -3.5395 -4.1477 0.012
H 0.5137 -2.8476 -2.6758 0.002
H -0.0630 -1.5916 -3.7748 0.012
H -1.2984 -4.4216 -3.6115 0.000
H -1.7412 -3.1483 -4.7736 0.001
H -0.1262 -3.8741 -4.8166 0.003
C -3.1877 -2.4784 -2.3521 0.002
C -4.3126 -2.2448 -1.3455 0.000
H -3.0793 -3.5541 -2.5632 0.001
H -3.4427 -1.9941 -3.3055 0.001
H -5.1140 -2.9769 -1.5164 0.000
H -3.9816 -2.3443 -0.3047 0.000
H -4.7643 -1.2527 -1.4655 0.000
Cl -0.7226 1.8423 3.7253 0.003
C -1.8062 1.3798 2.4836 0.004
C -3.1833 1.3317 2.7228 -0.004
C -4.0204 1.0080 1.6593 0.005
C -3.4694 0.7391 0.4046 0.006
N -2.1365 0.7517 0.2098 0.108
C -1.2938 1.0922 1.2089 0.006
H -3.5684 1.5605 3.7141 0.000
H -5.1011 0.9522 1.7490 0.001
H -4.0853 0.5147 -0.4708 0.001
H -0.2273 1.1501 0.9852 0.001


5.
49
Properties=species:S:1:pos:R:3:nbo_charge:R:1 method="wB97M-V/def2-TZVPD" total_charge=+1 relative_energy_kcal_mol=21.2 homo_lumo_gap_ev=7.1
Ir 0.5283 -0.8310 0.3672 1.054
C 0.1498 -5.4937 2.7705 -0.762
S -0.4546 -4.0365 3.6361 0.401
C -0.1674 -2.7640 2.5047 -0.095
S 0.5909 -3.0630 0.9821 -0.005
N -0.5947 -1.5989 2.9263 -0.372
N -0.3926 -0.5899 2.0481 -0.124
C -0.8568 0.5846 2.3061 0.063
C -0.6041 1.6320 1.3334 0.152
C -1.0655 2.9281 1.4971 -0.196
C -0.8051 3.8631 0.5093 -0.122
C -0.0818 3.4792 -0.6092 -0.235
C 0.3506 2.1684 -0.7059 0.071
N 0.0951 1.2601 0.2343 -0.468
H -0.0263 -6.3195 3.4570 0.252
H 1.2143 -5.4175 2.5632 0.236
H -0.4077 -5.6680 1.8535 0.242
H -1.4260 0.7384 3.2120 0.247
H -1.6277 3.1866 2.3835 0.247
H -1.1620 4.8789 0.6111 0.246
H 0.1492 4.1772 -1.4005 0.249
H 0.9259 1.8327 -1.5572 0.219
O -3.4300 2.5750 -5.0594 -0.349
N -2.3054 2.1301 -5.1176 0.534
O -1.4915 2.3632 -5.9850 -0.357
C -1.8880 1.2202 -4.0370 -0.017
C -0.6093 0.7009 -4.0642 -0.127
C -0.2435 -0.1210 -3.0204 -0.077
C -1.1040 -0.4980 -1.9757 0.459
O -0.6872 -1.3998 -1.1497 -0.713
C -2.3772 0.1044 -1.9939 -0.064
C -2.7822 0.9316 -3.0179 -0.112
N -3.3087 -0.1443 -0.8895 0.538
O -2.8311 -0.1954 0.2300 -0.391
O -4.4811 -0.2428 -1.1607 -0.323
N 1.1303 -0.6072 -2.9321 0.554
O 1.7062 -0.9435 -3.9238 -0.254
O 1.6666 -0.5932 -1.8012 -0.466
H 0.0728 0.9457 -4.8668 0.285
H -3.7781 1.3526 -3.0265 0.289
N 4.1566 -0.2598 4.1997 -0.580
N 3.6118 -0.2829 2.9344 0.201
N 4.2827 0.1216 1.8822 -0.229
C 3.3682 0.0365 0.9315 0.155
N 2.2054 -0.4007 1.4381 -0.282
N 2.3782 -0.5989 2.7327 -0.028
H 5.1555 -0.4104 4.1075 0.402
H 3.7186 -0.9905 4.7509 0.400
H 3.5326 0.2589 -0.1082 0.250


6.
150
Properties=species:S:1:pos:R:3:lowdin_charge:R:1 method="wB97M-V/def2-TZVPD" total_charge=0 relative_energy_kcal_mol=198.0 homo_lumo_gap_ev=3.1
Sn -2.3631 1.7762 -3.7057 1.553
S 0.0977 -0.1882 -2.0284 0.097
O -0.0355 1.2746 -1.8181 -0.430
O -1.0371 -0.5986 -2.7840 -0.430
O 1.3283 -0.4998 -2.6559 -0.303
O 0.1502 -0.8968 -0.7388 -0.289
C -2.8823 -0.7459 0.1839 -0.051
O -4.2819 -0.5090 0.3268 -0.208
C -4.7317 0.5690 1.0177 -0.244
C -6.2442 0.2621 1.1340 -0.224
N -6.4755 -0.9552 1.8268 -0.075
C -6.0536 -1.1421 3.2158 -0.194
C -6.7574 -0.2201 4.1145 -0.242
O -8.1341 -0.4698 4.3793 -0.176
C -9.1432 0.2206 3.5430 -0.067
H -2.7463 -1.5193 -0.5721 0.086
H -2.4792 -0.9981 1.1647 0.097
H -2.3657 0.1108 -0.2491 0.053
H -4.6656 1.4044 0.3207 0.112
H -4.2144 0.7959 1.9500 0.113
H -6.7553 0.1048 0.1842 0.117
H -6.8775 1.0983 1.4302 0.098
H -6.0763 -1.6742 1.2406 0.104
H -4.9936 -0.8883 3.2248 0.107
H -6.1967 -2.2118 3.3685 0.132
H -6.7323 0.7665 3.6518 0.108
H -6.1928 -0.0986 5.0389 0.123
H -9.8248 -0.5954 3.3028 0.078
H -8.8827 0.7232 2.6115 0.070
H -9.7514 0.8710 4.1716 0.073
C 3.4315 4.1746 3.1707 -0.109
O 2.1162 4.0710 2.6800 -0.204
C 1.9841 2.9268 1.8057 -0.215
C 2.4422 3.2163 0.3800 -0.205
N 2.3971 2.0084 -0.4526 -0.016
C 3.1029 2.1720 -1.7273 -0.191
C 4.6340 1.8955 -1.6718 -0.222
O 4.7922 0.5709 -2.0522 -0.153
C 6.1315 0.2716 -2.0834 -0.139
H 4.0053 4.3637 2.2634 0.071
H 3.7435 3.2554 3.6664 0.088
H 3.5943 5.0850 3.7476 0.090
H 0.9560 2.5924 1.9446 0.102
H 2.3691 1.9613 2.1339 0.102
H 3.4577 3.5549 0.5858 0.092
H 2.0873 4.1675 -0.0166 0.116
H 1.4893 1.9207 -0.8865 0.043
H 2.7252 3.0798 -2.1979 0.106
H 2.6756 1.4385 -2.4111 0.083
H 4.9993 2.1381 -0.6738 0.116
H 5.2114 2.5821 -2.2910 0.112
H 6.6420 0.9832 -2.7322 0.081
H 6.3824 -0.7444 -2.3882 0.086
H 6.5933 0.4140 -1.1063 0.088
C -1.6613 3.2152 0.6757 -0.060
O -1.9937 2.7516 2.0160 -0.192
C -2.6995 3.5481 2.8869 -0.262
C -2.9056 2.9059 4.2373 -0.189
N -1.7341 2.9188 5.1222 -0.048
C -1.3375 4.2317 5.6369 -0.211
C -0.0423 4.7690 5.0155 -0.179
O 0.5997 5.7256 5.9592 -0.230
C 1.3620 5.2022 7.1461 -0.050
H -2.2091 4.0636 0.2656 0.081
H -1.7508 2.3310 0.0445 0.056
H -0.6611 3.6474 0.6427 0.075
H -3.6613 3.7458 2.4137 0.116
H -2.2222 4.5243 2.9728 0.116
H -3.2379 1.8680 4.2147 0.109
H -3.7018 3.4378 4.7581 0.117
H -0.9477 2.6385 4.5539 0.062
H -1.0457 4.0635 6.6736 0.095
H -2.0928 5.0146 5.5683 0.123
H -0.3780 5.2833 4.1150 0.109
H 0.6588 3.9676 4.7824 0.101
H 2.4228 5.1969 6.8953 0.075
H 0.8892 4.3112 7.5590 0.073
H 1.1821 6.0416 7.8178 0.078
C -1.6665 -5.4506 -0.6884 -0.118
O -0.2496 -5.5448 -0.6522 -0.213
C 0.4184 -5.3179 -1.9104 -0.175
C 0.4321 -3.7963 -2.1576 -0.190
N 1.6661 -3.0873 -2.5685 -0.022
C 2.3678 -3.6015 -3.7400 -0.185
C 3.7013 -2.7436 -3.8650 -0.165
O 4.5002 -2.9480 -2.6881 -0.182
C 5.3298 -4.0424 -2.7480 -0.158
H -1.9991 -5.5617 0.3437 0.085
H -2.1951 -6.1754 -1.3075 0.081
H -1.9877 -4.4421 -0.9492 0.071
H -0.1665 -5.8118 -2.6864 0.112
H 1.4256 -5.6778 -1.7005 0.104
H 0.0196 -3.2185 -1.3305 0.101
H -0.3269 -3.7501 -2.9386 0.090
H 1.3825 -2.1263 -2.6951 0.015
H 1.9171 -3.5277 -4.7297 0.087
H 2.5567 -4.6691 -3.6277 0.103
H 3.6720 -1.6555 -3.9220 0.110
H 4.1666 -3.1704 -4.7535 0.100
H 4.6805 -4.9029 -2.5864 0.065
H 6.1902 -3.9954 -2.0804 0.093
H 5.7783 -4.3126 -3.7040 0.077
C -3.7031 -1.1646 -5.5529 -0.146
O -2.5124 -0.6217 -5.9971 -0.239
C -1.4323 -1.4617 -5.8322 -0.248
C -0.1244 -0.8473 -6.4119 -0.127
N 0.1770 0.3210 -5.4891 -0.017
C 1.5266 0.7662 -5.8358 -0.194
C 1.8340 2.2637 -5.5293 -0.225
O 1.1437 3.1088 -6.3543 -0.190
C 1.6513 3.1876 -7.6176 -0.121
H -4.0156 -1.9315 -6.2617 0.098
H -4.6098 -0.5595 -5.5623 0.084
H -3.6118 -1.5202 -4.5266 0.097
H -1.5548 -2.3562 -6.4429 0.126
H -1.3015 -1.7792 -4.7977 0.106
H -0.1384 -0.6373 -7.4814 0.123
H 0.5983 -1.6633 -6.4182 0.114
H 0.3660 0.0803 -4.5266 0.034
H 1.6969 0.6580 -6.9069 0.100
H 2.2150 0.0165 -5.4458 0.123
H 2.9162 2.3927 -5.5505 0.126
H 1.5083 2.4264 -4.5019 0.110
H 1.2365 2.3537 -8.1839 0.093
H 2.7160 3.3734 -7.4760 0.101
H 1.2635 4.1271 -8.0112 0.093
C 1.5010 0.7905 5.2972 -0.117
O 1.1995 -0.4123 4.7158 -0.208
C 0.7719 -0.3073 3.3644 -0.211
C 0.5087 -1.7054 2.8922 -0.234
N 1.8068 -2.3441 2.8630 -0.022
C 1.6779 -3.7454 2.5132 -0.209
C 2.9535 -4.4446 2.2012 -0.254
O 3.1973 -4.4521 0.8303 -0.143
C 3.5978 -5.7440 0.3483 -0.095
H 1.9726 0.7847 6.2799 0.094
H 0.5147 1.2543 5.2871 0.074
H 2.2156 1.3319 4.6772 0.077
H 1.6236 0.1105 2.8277 0.120
H -0.1717 0.2383 3.3692 0.123
H 0.0244 -1.5027 1.9370 0.107
H -0.2400 -2.0979 3.5802 0.124
H 2.0326 -2.0537 3.8036 0.100
H 0.8537 -3.9167 1.8208 0.124
H 1.2334 -4.2866 3.3484 0.110
H 2.8290 -5.4499 2.6035 0.110
H 3.7159 -4.0357 2.8643 0.124
H 4.0978 -5.6420 -0.6148 0.058
H 2.8160 -6.4478 0.0627 0.078
H 4.3314 -6.1938 1.0173 0.085